Formula: CH4NO
Source: the Open Molecules 2025 dataset
Level of theory: wB97M-V/def2-TZVPD

Values from the calculation:
Calculated total energy in eV: -4625.92348
Maximum force in eV Å⁻¹: 10.2
HOMO-LUMO gap in Ha: 0.3724
Net charge: +1
Relative energy (zero: lowest compared OMol25 entry of this formula, charge and spin) in kcal/mol: 128.9
M in g/mol: 46.0
Spin multiplicity: 1

Geometry (Å):
C: 0.84294 0.19252 0.57485
N: -0.49476 -0.38856 -0.39366
O: 0.83051 0.82692 1.69684
H: 1.77433 -0.09635 -0.15280
H: 0.17491 -0.32487 -1.35745
H: -1.87042 -0.74503 -0.09574
H: -1.25749 0.53536 -0.27204

Atoms 1-3, force components in eV/Å:
C 0.857 3.061 6.088
N -2.623 4.061 1.107
O -0.534 -5.083 -8.842

Atomic partial charges in e from the Löwdin method, atoms 1 to 5:
1. C -0.0524
2. N -0.0101
3. O 0.0973
4. H 0.1991
5. H 0.1986

Formula: CH4NO2
Source: the Open Molecules 2025 dataset
Level of theory: wB97M-V/def2-TZVPD

Values from the calculation:
Calculated total energy in eV: -6684.78028
Maximum force in eV Å⁻¹: 3.5
SMILES string: [O-]CNO
HOMO-LUMO gap in Ha: 0.2958
Net charge: -1
Relative energy (zero: lowest compared OMol25 entry of this formula, charge and spin) in kcal/mol: 85.6
M in g/mol: 62.0
Spin multiplicity: 1

Geometry (Å):
O: -0.50969 1.11701 0.71513
C: 0.45327 0.56142 0.04821
N: 0.07071 -0.93268 -0.44534
O: -1.33956 -0.91835 -0.29220
H: 0.57679 1.01682 -0.95907
H: 1.61510 0.50511 0.51779
H: 0.46783 -1.47731 0.29809
H: -1.33444 0.12798 0.11739

Atoms 1-3, force components in eV/Å:
O -0.656 0.073 0.923
C 2.879 -0.788 -1.838
N 0.826 1.503 0.148

Atomic partial charges in e from the Löwdin method, atoms 1 to 5:
1. O -0.2653
2. C -0.5216
3. N -0.1703
4. O -0.2847
5. H 0.0579

Formula: CH4NO2
Source: the Open Molecules 2025 dataset
Level of theory: wB97M-V/def2-TZVPD

Values from the calculation:
Calculated total energy in eV: -6686.52869
Maximum force in eV Å⁻¹: 0.9
HOMO-LUMO gap in Ha: 0.2482
Net charge: -1
Relative energy (zero: lowest compared OMol25 entry of this formula, charge and spin) in kcal/mol: 45.3
M in g/mol: 62.0
Spin multiplicity: 1

Geometry (Å):
O: 2.69902 0.70121 -0.22710
H: 2.76290 -0.16664 0.21208
C: -0.44546 -0.43928 -0.05076
N: -1.88900 -0.65761 -0.26106
O: -0.22883 0.15891 1.00845
H: 1.75759 0.90400 -0.15716
H: -2.40586 -0.31675 0.55547
H: -2.25035 -0.18384 -1.07991

Atoms 1-3, force components in eV/Å:
O 0.484 -0.353 0.306
H -0.296 0.584 -0.347
C -0.418 0.666 -0.368

Atomic partial charges in e from the Löwdin method, atoms 1 to 5:
1. O -0.1301
2. H 0.0279
3. C -0.5509
4. N -0.1008
5. O -0.2293

Formula: CH4NO2
Source: the Open Molecules 2025 dataset
Level of theory: wB97M-V/def2-TZVPD

Values from the calculation:
Calculated total energy in eV: -6672.23874
Maximum force in eV Å⁻¹: 4.6
HOMO-LUMO gap in Ha: 0.3791
Net charge: +1
Relative energy (zero: lowest compared OMol25 entry of this formula, charge and spin) in kcal/mol: 176.5
M in g/mol: 62.0
Spin multiplicity: 1

Geometry (Å):
C: -0.06695 0.33757 -0.87049
N: -0.83490 0.09018 0.60169
O: -0.67075 -0.47019 2.68477
O: -0.06801 -0.41867 1.44860
H: -0.73894 0.13917 -1.68607
H: 0.74740 -0.35337 -0.94778
H: 0.37645 1.32110 -0.44234
H: -0.29082 -1.31196 3.04139

Atoms 1-3, force components in eV/Å:
C 0.685 0.462 4.558
N 1.892 -0.929 -0.752
O -0.400 -0.387 1.018

Atomic partial charges in e from the Löwdin method, atoms 1 to 5:
1. C 0.1256
2. N 0.2277
3. O 0.1344
4. O 0.0185
5. H 0.0946

Formula: CH4NO2P
Source: the Open Molecules 2025 dataset
Level of theory: wB97M-V/def2-TZVPD

Values from the calculation:
Calculated total energy in eV: -15975.39209
Maximum force in eV Å⁻¹: 3.1
SMILES string: NP=O.C=O
HOMO-LUMO gap in Ha: 0.3818
Relative energy (zero: lowest compared OMol25 entry of this formula, charge and spin) in kcal/mol: 25.2
M in g/mol: 93.0
Spin multiplicity: 1

Geometry (Å):
N: -1.50123 1.00065 0.31190
P: -2.72588 -0.13581 0.42924
O: -2.36156 -1.26272 -0.42121
H: -0.83381 0.92671 -0.39288
H: -1.24646 1.62774 1.11914
C: 1.57642 -0.75400 -0.00271
O: 2.01378 0.20979 -0.57373
H: 2.26762 -1.62898 0.21205
H: 0.51972 -0.66552 0.20628

Atoms 1-3, force components in eV/Å:
N -1.223 0.788 2.726
P 0.287 0.999 0.885
O 0.073 -0.772 -0.863

Atomic partial charges in e from the Löwdin method, atoms 1 to 5:
1. N -0.2091
2. P 0.6866
3. O -0.5144
4. H -0.0120
5. H 0.0682

Formula: CH4NO2S
Source: the Open Molecules 2025 dataset
Level of theory: wB97M-V/def2-TZVPD

Values from the calculation:
Calculated total energy in eV: -17519.71181
Maximum force in eV Å⁻¹: 2.6
HOMO-LUMO gap (spin up / spin down) in Ha: 0.2972 / 0.2485
Net charge: -1
Relative energy (zero: lowest compared OMol25 entry of this formula, charge and spin) in kcal/mol: 122.6
M in g/mol: 94.1
Spin multiplicity: 1

Geometry (Å):
C: 0.57175 0.67766 0.11615
N: -2.31877 -1.49653 -0.26809
O: -2.42797 0.79145 -1.16851
O: -2.86166 0.34782 1.35455
S: -2.21800 0.03170 0.05386
H: 1.25617 -0.10376 -0.25026
H: 0.24938 1.12117 -0.81131
H: 0.72073 0.95894 1.17412
H: -2.02645 -1.79996 -1.21650

Atoms 1-3, force components in eV/Å:
C 0.199 -1.592 -0.247
N -0.053 -0.618 0.669
O -0.467 1.608 0.001

Atomic partial charges in e from the Löwdin method, atoms 1 to 5:
1. C -0.0522
2. N -0.3169
3. O -0.4761
4. O -0.4641
5. S 0.4708